# 1
36
Properties=species:S:1:pos:R:3:forces:R:3 method="wB97M-V/def2-TZVPD" total_charge=+2 orbital_gap_ev=4.68 energy_ev=-26861.1177 e_homo_ev=-16.28
Tl 10.5802 13.4952 -13.2198 0.81 0.75 1.61
O 12.5422 14.5241 -11.5925 -0.63 0.30 -0.44
H 13.4458 14.3489 -11.2686 0.18 0.11 -0.76
C 11.1685 11.1941 -9.0829 -0.22 -0.57 -0.38
C 10.3818 11.6738 -10.2962 -0.95 -0.56 -0.63
C 9.3139 12.7077 -9.9033 2.16 0.28 0.67
O 8.8011 13.1774 -11.0935 -1.44 0.12 -1.36
C 7.3800 13.4496 -11.0600 0.61 0.71 -0.06
N 11.2919 12.3555 -11.2631 0.08 -1.01 1.64
H 10.4414 10.8340 -8.3518 0.12 0.40 0.26
H 11.8073 11.9949 -8.7108 -0.13 -0.06 0.36
H 11.7761 10.3129 -9.2908 0.17 0.18 -0.26
H 9.8592 10.8962 -10.8565 0.20 -0.35 0.27
H 9.9056 13.4978 -9.3995 -0.36 0.24 -0.10
H 8.5952 12.3809 -9.1528 -0.21 -0.49 -0.41
H 7.0930 13.9043 -12.0061 0.17 -0.04 -0.08
H 7.2696 14.2074 -10.2844 -0.59 -0.20 0.12
H 6.7839 12.5509 -10.9202 0.10 -0.04 0.31
H 11.7443 13.0456 -10.6566 -0.17 0.83 -0.92
H 12.1068 11.7845 -11.5023 -0.36 -0.33 -0.49
C 9.0263 16.7886 -11.7016 -2.16 -1.13 -0.83
O 9.7938 15.8075 -11.7796 0.74 -0.10 0.30
N 8.5737 17.3587 -10.5613 0.60 -0.16 -1.05
N 8.3362 17.1682 -12.8281 0.41 -0.08 -0.14
H 8.9765 17.1882 -9.6587 0.11 0.15 0.01
H 7.8750 18.0598 -10.7336 0.07 0.27 0.79
H 7.5234 17.7614 -12.8548 0.15 0.19 0.37
H 8.3857 16.5296 -13.6004 0.25 0.11 -0.07
C 9.4404 12.1886 -16.6730 -0.74 -0.88 -2.35
O 10.1333 12.5208 -15.6963 0.34 0.59 1.91
N 9.9147 11.2277 -17.5244 0.23 0.58 1.29
N 8.2403 12.7077 -17.0548 2.08 -0.64 1.24
H 10.7396 10.7430 -17.2185 0.12 -0.03 -0.25
H 9.5197 11.0031 -18.4192 -0.11 -0.01 0.01
H 7.8739 13.4189 -16.4530 -0.64 0.24 -0.63
H 7.9450 12.3747 -17.9527 -1.00 0.62 0.05



# 2
30
Properties=species:S:1:pos:R:3:forces:R:3 method="wB97M-V/def2-TZVPD" total_charge=0 orbital_gap_ev=10.34 energy_ev=-14734.4997 e_homo_ev=-10.06
C 13.2438 15.7599 -8.7588 0.29 -0.44 0.55
C 13.4177 15.2351 -10.1566 -0.63 -0.27 -0.01
O 13.1374 16.2775 -11.0764 -0.38 -0.53 -0.48
H 13.6726 16.7615 -8.7263 -0.12 -0.03 0.50
H 13.6838 15.0846 -8.0250 0.49 0.15 0.08
H 12.1906 15.7307 -8.4793 -0.07 0.63 -0.24
H 12.6748 14.4424 -10.2456 -0.29 0.13 -0.66
H 14.3410 14.6933 -10.3617 0.52 0.49 0.08
H 13.9079 16.8256 -11.2428 0.31 -0.04 0.13
C 19.8167 17.6433 -9.0444 -1.22 -0.53 -0.08
C 18.6507 17.4944 -8.1094 -0.43 -1.98 0.17
O 18.7564 18.4187 -7.1067 0.12 1.43 1.37
H 19.5917 18.6368 -9.4324 1.10 0.15 -0.57
H 19.7382 16.8809 -9.8195 0.29 0.21 -0.26
H 20.7302 17.5106 -8.4647 0.08 0.41 -0.33
H 18.6372 16.5212 -7.6188 0.15 -0.23 0.01
H 17.6639 17.5655 -8.5670 -0.07 0.15 -0.65
H 19.1186 19.2044 -7.5227 -0.03 0.39 0.34
C 14.1764 19.8778 -13.6275 -1.18 0.72 1.86
C 13.3704 21.2259 -13.3389 1.24 -0.37 -1.35
O 12.0229 21.1597 -13.7702 -0.06 -0.31 0.27
H 15.2498 19.9955 -13.7762 -0.16 0.25 -0.46
H 13.6701 19.2276 -14.3409 0.24 0.40 -0.39
H 14.0880 19.3385 -12.6844 0.11 -0.34 0.01
H 13.7854 22.0439 -13.9278 0.63 0.12 0.16
H 13.4400 21.5358 -12.2962 -0.27 -0.34 0.00
H 12.1162 21.2749 -14.7187 -0.56 -0.10 -0.11
O 16.0213 17.8936 -11.5112 -0.27 -0.08 0.13
H 16.6039 17.2893 -11.0511 0.16 -0.20 0.18
H 16.6015 18.4004 -12.0794 0.05 0.17 -0.22



# 3
29
Properties=species:S:1:pos:R:3:forces:R:3 method="wB97M-V/def2-TZVPD" total_charge=0 orbital_gap_ev="6.17 / 7.28" energy_ev=-30175.6907 e_homo_ev="-7.06 / -7.63"
C 0.4050 -2.8593 0.4936 0.02 -0.05 -0.01
C 0.4581 0.9341 -2.4646 0.04 -0.02 -0.05
C 1.7195 2.6903 0.6651 0.08 0.07 0.04
C 1.3908 -1.7859 0.9363 -0.20 0.36 -0.15
C 1.3110 -0.0731 -1.6992 -0.16 0.09 0.38
C 1.9903 1.2703 1.1443 -0.30 -0.19 -0.29
Si -4.0045 -0.5895 0.0579 -0.36 -0.55 -0.13
Si -3.1511 1.4571 0.5523 0.68 0.40 0.08
Si 1.0017 -0.0653 0.1922 0.45 -0.22 0.22
H -0.6076 -2.5943 0.7881 -0.16 -0.05 0.00
H 0.4207 -2.9738 -0.5881 -0.08 -0.08 -0.13
H 0.6497 -3.8237 0.9370 -0.04 -0.09 -0.02
H -0.5988 0.7112 -2.3370 -0.13 0.06 -0.03
H 0.6342 1.9440 -2.1034 -0.07 0.16 -0.03
H 0.6904 0.9079 -3.5292 -0.05 0.05 -0.06
H 2.2782 3.4163 1.2588 -0.03 0.05 -0.05
H 2.0168 2.8083 -0.3756 -0.03 0.12 -0.08
H 0.6601 2.9247 0.7510 -0.09 0.11 -0.06
H 2.4009 -2.0949 0.6499 0.11 0.18 -0.03
H 1.3842 -1.7227 2.0249 0.05 0.15 0.09
H 2.3665 0.1287 -1.9028 0.12 -0.05 0.16
H 1.1053 -1.0713 -2.0909 0.05 -0.12 0.14
H 1.7465 1.2036 2.2061 -0.04 -0.19 0.04
H 3.0608 1.0643 1.0602 0.06 -0.20 -0.03
H -5.4635 -0.7330 -0.1310 -0.14 0.20 0.02
H -3.6570 -1.5267 1.1332 0.16 -0.07 0.21
H -3.3980 -1.0848 -1.1872 0.17 0.04 -0.15
H -3.3568 2.5566 -0.3988 -0.04 0.02 -0.31
H -3.3441 2.0528 1.8832 -0.08 -0.18 0.24



# 4
42
Properties=species:S:1:pos:R:3:forces:R:3 method="wB97M-V/def2-TZVPD" total_charge=0 orbital_gap_ev=8.22 energy_ev=-55959.4960 e_homo_ev=-9.52
N -0.9878 -1.2953 -1.0320 0.01 0.26 0.26
P -0.5411 0.0966 -1.5484 0.11 0.15 -0.03
O 0.7024 0.7376 -0.7122 0.00 -0.13 -0.16
O -0.0590 0.2665 -3.0653 -0.04 -0.02 0.11
B -2.0333 1.2553 -1.3943 0.09 0.02 0.11
P -1.8666 3.0752 -0.7663 -0.05 0.00 0.02
O -2.0182 3.9761 -1.9438 0.06 -0.10 0.03
P -3.7490 0.5351 -1.8532 0.05 0.07 -0.16
O -4.5151 1.3871 -2.7660 -0.02 -0.13 0.08
O -3.5275 -0.9282 -2.4449 -0.50 -0.02 -0.05
O -4.3463 0.3102 -0.3756 0.00 -0.05 -0.16
H -0.4126 -1.6958 -0.2934 -0.11 -0.40 -0.15
H 1.0790 0.0649 -0.1290 -0.04 0.05 0.06
H 0.8596 0.0123 -3.2208 0.00 -0.02 -0.07
H -0.6223 3.1623 -0.1109 -0.05 -0.01 0.11
H -2.7732 3.2431 0.2978 0.04 0.02 0.02
H -3.1845 -1.5613 -1.7975 0.43 0.10 0.02
H -5.2553 -0.0203 -0.3895 -0.02 0.07 0.05
C 2.9306 -3.7324 -0.6597 0.00 0.01 0.02
C 1.5163 -3.9732 -0.1858 -0.05 -0.07 -0.05
O 0.9165 -3.1532 0.4965 0.11 0.19 0.04
N 0.9209 -5.1342 -0.5436 -0.02 0.00 0.04
C 1.4640 -6.2133 -1.3402 0.01 -0.01 -0.02
H 3.2494 -2.7655 -0.2827 0.00 0.00 0.00
H 3.6092 -4.5000 -0.2865 0.00 0.00 -0.01
H 2.9854 -3.7323 -1.7490 0.00 0.00 0.00
H -0.0252 -5.2219 -0.2055 0.00 0.01 -0.01
H 0.8730 -6.3675 -2.2440 0.00 0.01 0.00
H 1.4825 -7.1463 -0.7752 0.01 0.01 0.01
H 2.4816 -5.9810 -1.6391 0.00 -0.01 0.00
C -0.1075 4.8642 3.1173 -0.02 -0.01 0.01
C -0.1301 3.3911 2.7800 0.02 0.05 -0.01
O -1.1720 2.7574 2.7429 -0.03 -0.03 -0.09
N 1.0576 2.7896 2.5044 -0.01 -0.03 0.00
C 2.3782 3.3785 2.4852 0.02 0.01 -0.01
H -1.1307 5.1754 3.3029 0.00 0.00 0.00
H 0.4943 5.0583 4.0060 0.01 0.00 -0.01
H 0.3031 5.4506 2.2940 0.00 0.00 0.00
H 0.9675 1.8103 2.2843 -0.01 0.00 0.00
H 2.8324 3.2942 1.4962 -0.01 0.01 -0.01
H 3.0362 2.8966 3.2106 -0.01 0.01 0.01
H 2.3180 4.4330 2.7364 0.01 0.00 0.00